Record 1
Density functional theory data (ωB97M-V with the def2-TZVPD basis set) for C5H14O3 as an isolated structure at a distorted geometry.

Structure (ORCA input):
```
! RIJCOSX wB97M-V def2-TZVPD def2/J DEFGRID3
* xyz 0 1
C 1.516 0.352 0.931
C 2.264 1.490 1.613
O -1.152 -1.765 0.157
O 0.089 0.522 1.090
H -0.171 1.363 0.692
H -0.789 -0.928 0.532
H 1.722 -0.585 1.454
H 1.957 1.579 2.655
H 2.062 2.440 1.109
H 3.340 1.317 1.579
C -2.278 -1.463 -0.988
C 1.877 0.201 -0.541
C -2.188 -0.027 -1.455
O -3.291 -1.788 -0.192
H -2.300 -1.984 0.586
H -1.994 -2.190 -1.764
H -2.376 0.646 -0.617
H 1.314 -0.618 -0.988
H 1.653 1.121 -1.088
H 2.943 -0.005 -0.656
H -2.975 0.132 -2.193
H -1.223 0.191 -1.916
*
```

Results
- Kohn-Sham gap (eV) = 9.96
- HOMO energy (Ha) = -0.341

---

Record 2
Density functional theory data (ωB97M-V with the def2-TZVPD basis set) for a 8-piece molecular cluster, C54H121N9O8 overall at a distorted geometry.

Structure (ORCA input):
```
! RIJCOSX wB97M-V def2-TZVPD def2/J DEFGRID3
* xyz 0 1
C 1.172 2.543 -0.758
C 0.745 1.698 0.443
C -0.629 1.071 0.158
C -0.680 -0.070 -0.805
C 0.383 -1.132 -0.526
C 1.766 -0.561 -0.193
N 1.653 0.580 0.701
O 2.924 1.043 1.088
C 2.487 -1.771 0.411
C 2.492 -0.237 -1.511
C 0.570 2.526 1.701
H 2.006 3.197 -0.477
H 0.479 3.328 -1.093
H 1.337 1.889 -1.604
H -0.952 0.673 1.133
H -1.369 1.855 -0.033
H -0.651 0.245 -1.862
H -1.669 -0.544 -0.843
H 0.361 -1.881 -1.317
H -0.040 -1.650 0.343
H 3.551 -1.541 0.495
H 2.010 -2.123 1.319
H 2.419 -2.619 -0.275
H 3.118 -1.054 -1.895
H 1.899 0.103 -2.357
H 3.320 0.446 -1.281
H 1.534 2.885 2.070
H 0.131 2.016 2.560
H -0.066 3.377 1.453
H 2.960 0.920 2.070
C -3.998 5.341 3.437
C -2.728 4.711 4.041
C -1.513 5.305 3.346
C -0.237 5.410 4.187
C -0.516 5.926 5.571
C -1.579 5.103 6.306
N -2.761 5.089 5.449
O -3.944 4.701 6.128
C -1.089 3.668 6.614
C -1.843 5.851 7.622
C -2.658 3.187 3.725
H -4.914 4.763 3.570
H -3.850 5.558 2.380
H -4.188 6.277 3.969
H -1.276 4.722 2.455
H -1.717 6.288 2.901
H 0.469 5.986 3.583
H 0.222 4.414 4.183
H -0.787 6.985 5.538
H 0.398 5.923 6.178
H -0.487 3.783 7.525
H -1.850 2.918 6.808
H -0.372 3.295 5.883
H -2.284 6.836 7.477
H -2.631 5.278 8.119
H -0.915 5.886 8.184
H -1.799 2.768 4.253
H -2.671 2.838 2.692
H -3.490 2.614 4.159
H -4.515 5.461 5.966
C 2.863 -5.462 -7.125
C 1.686 -5.840 -6.211
C 2.296 -6.271 -4.861
C 1.245 -6.288 -3.770
C 0.685 -4.886 -3.552
C 0.098 -4.325 -4.851
N 0.833 -4.675 -6.055
O 0.315 -4.095 -7.210
C -1.340 -4.903 -4.943
C 0.066 -2.810 -4.682
C 0.939 -7.020 -6.831
H 3.683 -4.942 -6.646
H 2.453 -5.073 -8.062
H 3.247 -6.386 -7.589
H 2.785 -7.242 -4.958
H 3.110 -5.559 -4.700
H 1.663 -6.628 -2.820
H 0.428 -6.969 -4.008
H 1.343 -4.170 -3.052
H -0.087 -5.078 -2.796
H -1.935 -4.404 -5.714
H -1.426 -5.984 -5.061
H -1.875 -4.696 -4.010
H -0.452 -2.188 -5.413
H -0.260 -2.520 -3.682
H 1.115 -2.521 -4.812
H 1.475 -7.960 -6.963
H 0.394 -6.813 -7.761
H 0.067 -7.293 -6.218
H -0.470 -4.619 -7.455
C -3.543 1.669 -3.931
C -2.704 2.726 -4.680
C -1.622 1.887 -5.395
C -2.038 1.152 -6.659
C -2.680 2.206 -7.551
C -3.890 2.927 -6.959
N -3.413 3.494 -5.686
O -4.465 4.230 -5.019
C -4.265 4.105 -7.851
C -5.079 1.974 -6.831
C -1.963 3.678 -3.724
H -3.756 0.781 -4.528
H -4.509 2.131 -3.711
H -3.051 1.296 -3.033
H -0.695 2.442 -5.611
H -1.139 1.222 -4.661
H -2.739 0.324 -6.537
H -1.132 0.713 -7.079
H -3.111 1.716 -8.437
H -1.903 2.870 -7.937
H -5.233 4.496 -7.547
H -3.517 4.905 -7.795
H -4.170 3.890 -8.918
H -5.811 2.480 -6.193
H -5.552 1.809 -7.801
H -4.903 1.000 -6.380
H -1.556 4.398 -4.434
H -1.175 3.187 -3.158
H -2.748 4.077 -3.090
H -4.345 5.130 -5.344
C 1.984 -8.024 4.301
C 0.788 -8.169 3.311
C -0.399 -8.773 4.034
C -1.073 -7.816 5.022
C -1.472 -6.542 4.265
C -0.293 -5.906 3.492
N 0.470 -6.869 2.705
O 1.590 -6.237 2.137
C -0.969 -4.920 2.543
C 0.532 -5.121 4.516
C 1.271 -9.105 2.220
H 2.638 -7.164 4.176
H 2.619 -8.912 4.279
H 1.631 -7.990 5.337
H -1.071 -9.407 3.459
H 0.066 -9.487 4.730
H -0.381 -7.499 5.799
H -1.958 -8.290 5.443
H -1.693 -5.845 5.085
H -2.413 -6.625 3.722
H -1.557 -5.424 1.774
H -1.637 -4.267 3.106
H -0.228 -4.300 2.032
H 0.113 -4.172 4.847
H 0.678 -5.676 5.450
H 1.561 -4.926 4.204
H 2.226 -8.805 1.765
H 0.743 -8.962 1.266
H 1.301 -10.159 2.479
H 1.399 -6.249 1.192
C 0.395 -0.692 4.632
C 1.814 -1.203 4.698
C 2.978 -0.240 4.857
O 3.068 0.751 3.848
C 3.432 2.020 4.329
N 1.954 -2.268 5.692
H 0.143 -0.185 5.575
H -0.328 -1.484 4.439
H 0.239 0.087 3.882
H 1.939 -1.608 3.683
H 3.923 -0.729 5.101
H 2.639 0.295 5.763
H 2.770 2.535 5.036
H 3.551 2.723 3.504
H 4.412 1.928 4.814
H 1.300 -3.027 5.554
H 2.858 -2.711 5.548
C 1.008 8.760 -1.299
C 1.056 7.234 -1.249
C -0.266 6.633 -1.732
O -1.204 6.569 -0.678
C -2.036 5.433 -0.716
N 2.101 6.844 -2.249
H 0.972 9.310 -2.238
H 1.832 9.156 -0.704
H 0.077 9.064 -0.797
H 1.501 6.785 -0.365
H -0.044 5.598 -2.046
H -0.670 7.097 -2.640
H -2.832 5.439 -1.466
H -2.616 5.328 0.202
H -1.313 4.623 -0.841
H 2.377 5.883 -2.070
H 1.852 6.901 -3.229
C 6.690 1.591 3.064
O 6.834 0.859 4.059
N 7.514 2.679 2.831
N 5.676 1.410 2.159
H 7.237 3.338 2.130
H 8.170 2.905 3.550
H 5.562 1.936 1.313
H 4.994 0.688 2.291
*
```

Results
- SMILES string = CC1(C)CCCC(C)(C)N1O.CC1(C)CCCC(C)(C)N1O.CC1(C)CCCC(C)(C)N1O.CC1(C)CCCC(C)(C)N1O.CC1(C)CCCC(C)(C)N1O.COC[C@H](C)N.COC[C@H](C)N.NC(N)=O
- Kohn-Sham gap (eV) = 8.38
- HOMO energy (Ha) = -0.297

---

Record 3
Density functional theory data (ωB97M-V with the def2-TZVPD basis set) for C7H6 as an isolated structure at a distorted geometry.

Structure (ORCA input):
```
! RIJCOSX wB97M-V def2-TZVPD def2/J DEFGRID3
* xyz 0 1
C -1.772 -0.360 0.696
C -1.874 -1.638 0.443
C -1.257 0.975 0.773
C -0.539 -1.259 -0.046
C -0.101 0.662 0.169
C 0.274 -2.031 -0.758
C 1.100 1.475 -0.240
H -1.375 1.853 1.233
H 1.205 -1.558 -0.993
H 0.146 -3.104 -0.697
H 1.569 1.854 0.738
H 0.791 2.384 -0.623
H 1.834 0.749 -0.695
*
```

Results
- Kohn-Sham gap (eV) = 9.03
- HOMO energy (Ha) = -0.312

---

Record 4
Density functional theory data (ωB97M-V with the def2-TZVPD basis set) for a 8-piece molecular cluster, C22H60BrF6N5O11S2 overall at a distorted geometry.

Structure (ORCA input):
```
! RIJCOSX wB97M-V def2-TZVPD def2/J DEFGRID3
* xyz 2 1
C 4.934 5.717 -6.912
C 5.605 7.025 -7.450
C 4.701 7.725 -8.493
O 5.555 8.733 -9.006
C 4.819 9.752 -9.636
N 5.769 7.908 -6.223
H 6.193 8.773 -6.525
H 4.897 8.135 -5.767
H 6.373 7.562 -5.491
H 5.516 5.426 -6.038
H 5.085 4.834 -7.534
H 3.905 5.829 -6.571
H 6.557 6.717 -7.881
H 3.816 8.069 -7.958
H 4.403 7.027 -9.275
H 4.182 9.485 -10.480
H 5.602 10.403 -10.023
H 4.124 10.253 -8.962
C -3.364 3.598 -5.888
C -3.169 4.619 -4.774
C -2.304 5.874 -5.285
O -3.056 6.826 -6.009
C -2.463 8.093 -6.390
N -4.466 5.148 -4.096
H -4.369 5.883 -3.410
H -5.081 5.521 -4.805
H -4.958 4.460 -3.544
H -3.270 2.574 -5.527
H -2.571 3.666 -6.632
H -4.275 3.694 -6.480
H -2.528 4.223 -3.986
H -1.472 5.460 -5.855
H -2.021 6.216 -4.290
H -3.096 8.573 -7.135
H -1.414 7.998 -6.672
H -2.465 8.802 -5.562
C -4.288 2.927 4.599
C -3.547 4.185 5.231
C -4.482 5.189 5.874
O -3.730 6.359 6.491
C -4.546 7.474 6.672
N -2.329 3.773 6.109
H -1.652 3.331 5.505
H -1.846 4.514 6.597
H -2.600 3.002 6.702
H -3.773 2.311 3.862
H -5.219 3.293 4.167
H -4.601 2.394 5.497
H -3.175 4.870 4.469
H -4.971 4.721 6.728
H -5.227 5.542 5.161
H -5.537 7.261 7.074
H -4.772 8.016 5.754
H -3.981 8.178 7.283
C 5.919 -10.647 11.140
C 4.599 -10.223 10.471
C 4.697 -10.496 8.901
O 3.630 -10.195 8.096
C 3.515 -8.862 7.552
N 3.462 -11.027 11.123
H 2.497 -10.756 11.001
H 3.495 -12.006 10.878
H 3.627 -10.797 12.093
H 6.125 -11.701 10.954
H 5.681 -10.650 12.204
H 6.753 -9.965 10.973
H 4.259 -9.228 10.758
H 4.870 -11.552 8.694
H 5.610 -10.086 8.469
H 2.547 -8.791 7.055
H 4.381 -8.593 6.948
H 3.478 -8.213 8.427
C 2.093 -3.492 -0.466
C 1.575 -2.168 -1.166
C 1.173 -2.512 -2.649
O 0.582 -1.443 -3.330
C 1.521 -0.547 -3.898
N 0.384 -1.570 -0.415
H -0.001 -0.753 -0.866
H -0.320 -2.241 -0.689
H 0.434 -1.490 0.590
H 2.999 -3.918 -0.897
H 1.348 -4.288 -0.465
H 2.402 -3.302 0.562
H 2.340 -1.394 -1.232
H 0.424 -3.293 -2.515
H 2.038 -2.915 -3.175
H 2.165 -1.089 -4.590
H 2.110 -0.141 -3.075
H 1.058 0.318 -4.373
C -7.721 -2.721 0.029
F -9.026 -2.234 0.123
F -7.028 -2.260 1.100
F -7.711 -4.045 0.062
S -6.762 -2.077 -1.554
O -7.708 -2.029 -2.661
O -6.245 -0.749 -1.199
O -5.688 -3.066 -1.673
C -1.322 -10.835 -0.464
F -0.306 -10.080 -0.042
F -1.089 -12.080 -0.027
F -2.400 -10.391 0.228
S -1.653 -10.796 -2.368
O -1.235 -9.493 -2.878
O -0.856 -11.939 -2.868
O -3.049 -10.988 -2.637
Br 0.917 -2.139 6.532
*
```

Results
- Kohn-Sham gap (eV) = 2.47
- HOMO energy (Ha) = -0.285

---

Record 5
Density functional theory data (ωB97M-V with the def2-TZVPD basis set) for a 4-piece molecular cluster, C4H15NO3 overall at a distorted geometry.

Structure (ORCA input):
```
! RIJCOSX wB97M-V def2-TZVPD def2/J DEFGRID3
* xyz 1 2
C 1.424 0.037 -1.755
C 0.203 0.778 -1.290
C -0.928 -0.116 -0.692
C -3.119 0.848 -1.144
N -2.090 0.730 -0.451
H 2.154 0.782 -2.158
H 2.207 -0.359 -1.066
H 1.190 -0.861 -2.309
H -0.200 1.298 -2.178
H 0.448 1.572 -0.594
H -0.526 -0.479 0.267
H -1.177 -1.009 -1.276
H -3.206 0.485 -2.194
H -4.056 1.268 -0.723
H -2.504 2.401 1.842
H -1.802 1.481 1.149
O -1.885 1.694 2.119
H 1.329 -3.320 2.047
H 2.361 -2.528 1.203
O 1.436 -2.786 1.247
H 3.654 -0.396 2.907
H 2.155 -0.516 2.381
O 2.932 -1.003 2.667
*
```

Results
- Kohn-Sham gap (alpha / beta) (eV) = 8.47 / 4.72
- HOMO energy (alpha / beta) (Ha) = -0.508 / -0.508

---

Record 6
Density functional theory data (ωB97M-V with the def2-TZVPD basis set) for C26H14Cl5F6FeNO7PS3 as an isolated structure.

Structure (ORCA input):
```
! RIJCOSX wB97M-V def2-TZVPD def2/J DEFGRID3
* xyz 0 2
Fe 0.255 -1.283 -0.061
F 4.509 -0.974 -1.926
C 3.778 -2.086 -1.998
F 4.375 -2.953 -2.803
F 3.672 -2.603 -0.780
S 2.104 -1.654 -2.653
O 1.526 -0.954 -1.490
O 2.341 -0.850 -3.797
N 1.377 -2.982 -3.001
S 0.492 -3.803 -1.982
O -0.770 -4.148 -2.532
O 0.562 -3.255 -0.629
C 1.417 -5.389 -1.818
F 1.482 -5.984 -3.001
F 0.771 -6.170 -0.964
F 2.647 -5.171 -1.370
Cl -0.610 0.645 -2.631
C -1.828 -0.409 -1.978
C -1.498 -1.344 -1.000
C -2.499 -2.256 -0.642
Cl -2.191 -3.604 0.395
C -3.793 -2.153 -1.158
Cl -5.019 -3.264 -0.689
C -4.111 -1.145 -2.065
Cl -5.711 -0.991 -2.672
C -3.116 -0.278 -2.495
Cl -3.487 0.949 -3.643
O 0.212 -2.565 3.565
S 0.381 -1.611 2.527
O 1.458 -1.854 1.535
O -0.806 -1.362 1.648
C 0.714 -0.026 3.221
C 1.061 0.088 4.555
C 1.324 1.348 5.075
C 1.236 2.465 4.258
C 0.886 2.337 2.921
C 0.617 1.085 2.381
P 0.107 0.948 0.617
C 1.239 2.121 -0.172
C 0.945 3.457 -0.433
C 1.913 4.285 -0.983
C 3.177 3.790 -1.267
C 3.481 2.465 -0.990
C 2.518 1.635 -0.442
C -1.599 1.584 0.651
C -2.392 1.236 1.747
C -3.732 1.584 1.782
C -4.299 2.285 0.728
C -3.517 2.643 -0.359
C -2.176 2.294 -0.401
H 1.113 -0.801 5.168
H 1.595 1.455 6.117
H 1.439 3.448 4.663
H 0.825 3.219 2.297
H -0.026 3.865 -0.197
H 1.676 5.321 -1.187
H 3.927 4.438 -1.703
H 4.467 2.073 -1.204
H 2.764 0.602 -0.226
H -1.972 0.677 2.570
H -4.335 1.297 2.633
H -5.348 2.550 0.752
H -3.951 3.183 -1.190
H -1.600 2.551 -1.275
*
```

Results
- Kohn-Sham gap (alpha / beta) (eV) = 7.74 / 8.06
- HOMO energy (alpha / beta) (Ha) = -0.329 / -0.329

---

Taking the records one at a time from the top gives energy relative to the best compared isomer or geometry (same formula, charge and spin) values of 30.50 40.38 130.45 240.37 66.00 0.00 kcal/mol.
Taking the records one at a time from the top gives energy values of -424.5576 -3224.4911 -270.0282 -5944.2369 -441.4686 -7280.4089 Ha.